Formula: C20H25N3O5S
Source: the Open Molecules 2025 dataset
Level of theory: ωB97M-V/def2-TZVPD

Values from the calculation:
- F_max: 0.0240 Eh/bohr
- Frontier orbital gap: 8.66 eV
- LUMO level: 0.4 eV
- SMILES: COc1cc(NC(=O)CNc2cccc(S(=O)(=O)N3CCCC3)c2)cc(OC)c1
- Highest occupied orbital energy: -8.272 eV
- Energy above the lowest of the compared OMol25 structures with the same formula, charge and spin: 1.6403 eV

```
! wB97M-V def2-TZVPD RIJCOSX def2/J DEFGRID3
* xyz 0 1
C 3.389 4.452 4.509
H 2.565 4.281 5.208
H 2.992 4.861 3.575
H 4.091 5.162 4.945
O 4.130 3.275 4.285
C 3.499 2.208 3.733
C 2.154 2.197 3.372
C 1.616 1.047 2.813
C 2.393 -0.090 2.611
C 3.734 -0.073 2.974
C 4.281 1.076 3.535
H 5.320 1.088 3.816
O 4.589 -1.120 2.823
C 4.105 -2.313 2.255
H 3.309 -2.755 2.863
H 4.955 -2.992 2.229
H 3.739 -2.155 1.235
H 1.940 -0.964 2.170
N 0.269 0.973 2.435
C -0.662 1.950 2.377
O -0.514 3.108 2.702
C -2.024 1.447 1.864
N -1.945 0.211 1.123
C -1.471 0.164 -0.172
C -1.721 -0.972 -0.949
C -1.189 -1.072 -2.214
C -0.399 -0.075 -2.752
C -0.158 1.059 -1.991
C -0.688 1.185 -0.720
H -0.479 2.073 -0.146
H 0.455 1.853 -2.388
H 0.029 -0.205 -3.732
S -1.554 -2.549 -3.173
O -1.943 -3.579 -2.255
O -0.463 -2.787 -4.069
N -2.891 -2.229 -4.120
C -2.729 -1.219 -5.142
H -3.292 -1.536 -6.025
H -1.675 -1.156 -5.406
C -3.314 0.083 -4.562
H -2.520 0.743 -4.214
H -3.891 0.615 -5.316
C -4.196 -0.372 -3.385
H -3.808 0.018 -2.445
H -5.226 -0.038 -3.494
C -4.109 -1.909 -3.410
H -4.950 -2.334 -3.966
H -4.072 -2.370 -2.425
H -2.307 -1.793 -0.564
H -2.650 -0.478 1.335
H -2.651 1.290 2.744
H -2.472 2.262 1.279
H -0.029 0.070 2.084
H 1.521 3.054 3.509
*
```

Quick look at the Mulliken charges, all values in e: atom 1 (C): -0.81, atom 2 (H): 0.32, atom 3 (H): 0.33, atom 4 (H): 0.24, atom 5 (O): -0.46, atom 6 (C): 0.67, atom 7 (C): -0.35, atom 8 (C): -0.48, atom 9 (C): -0.41, atom 10 (C): 0.51, atom 11 (C): -0.79, atom 12 (H): 0.49, atom 13 (O): -0.43, atom 14 (C): -0.80, atom 15 (H): 0.32, atom 16 (H): 0.24, atom 17 (H): 0.32, atom 18 (H): 0.50, atom 19 (N): -0.03, atom 20 (C): 0.49, atom 21 (O): -0.68, atom 22 (C): -0.76, atom 23 (N): -0.30, atom 24 (C): 0.74, atom 25 (C): -0.73, atom 26 (C): 0.06, atom 27 (C): -0.55, atom 28 (C): -1.02, atom 29 (C): -0.31, atom 30 (H): 0.42, atom 31 (H): 0.43, atom 32 (H): 0.51, atom 33 (S): 1.23, atom 34 (O): -0.72, atom 35 (O): -0.73, atom 36 (N): -0.01, atom 37 (C): -0.77, atom 38 (H): 0.37, atom 39 (H): 0.34, atom 40 (C): -0.45, atom 41 (H): 0.21, atom 42 (H): 0.39, atom 43 (C): -0.28, atom 44 (H): -0.02, atom 45 (H): 0.43, atom 46 (C): -0.79, atom 47 (H): 0.40, atom 48 (H): 0.37, atom 49 (H): 0.41, atom 50 (H): 0.19, atom 51 (H): 0.47, atom 52 (H): 0.37, atom 53 (H): 0.16, atom 54 (H): 0.76

Formula: C20H25N3O6S
Source: the Open Molecules 2025 dataset
Level of theory: ωB97M-V/def2-TZVPD

Values from the calculation:
- F_max: 0.2667 Eh/bohr
- Frontier orbital gap: 6.39 eV
- LUMO level: -1.0 eV
- Highest occupied orbital energy: -7.362 eV
- Energy above the lowest of the compared OMol25 structures with the same formula, charge and spin: 19.4037 eV

```
! wB97M-V def2-TZVPD RIJCOSX def2/J DEFGRID3
* xyz 0 1
C -2.346 3.451 4.901
H -2.047 3.000 5.788
H -3.534 3.401 4.745
H -2.168 4.598 5.024
O -1.594 3.235 3.529
C -0.256 3.061 3.664
O 0.442 3.360 4.663
C 0.214 2.692 2.356
C -0.537 2.189 1.284
C 0.178 1.765 0.223
N -0.730 1.087 -0.855
C -1.822 0.430 -1.002
N -1.925 0.055 -2.178
C -2.773 -1.425 -2.030
H -3.598 -1.266 -2.862
C -1.608 -2.595 -2.515
N -0.184 -1.898 -2.436
C 0.609 -2.136 -1.432
O 1.452 -1.382 -1.357
C 0.209 -3.222 -0.285
C 1.111 -2.894 0.763
H 2.048 -2.656 0.580
C 0.214 -2.153 1.851
H 0.615 -2.338 2.905
C -1.350 -2.526 1.421
H -1.927 -1.868 1.780
H -1.104 -3.475 2.080
O -1.286 -2.973 0.193
H 0.422 -1.140 1.496
H 1.430 -3.907 1.367
H 0.188 -4.097 -0.798
C -0.170 -0.808 -3.533
H 0.787 -0.415 -3.164
C -1.208 0.165 -3.376
H -1.970 -0.044 -4.164
H -1.138 1.086 -3.284
H -0.177 -1.184 -4.512
H -1.699 -3.539 -1.730
H -1.900 -2.801 -3.564
H -3.139 -1.771 -1.080
S -2.550 0.222 0.565
H 0.086 0.855 -1.632
C 1.605 1.716 0.050
C 2.435 2.246 1.145
C 1.592 2.620 2.252
H 2.287 3.146 3.303
H 3.482 2.347 1.173
C 2.400 1.473 -1.026
O 1.618 1.412 -2.242
O 3.480 0.881 -0.952
C 4.152 0.534 -2.015
H 3.687 -0.398 -2.331
H 4.092 1.379 -2.750
H 5.351 0.331 -1.595
H -1.444 2.174 1.599
*
```

Quick look at the Mulliken charges, all values in e: atom 1 (C): -0.70, atom 2 (H): 0.34, atom 3 (H): 0.26, atom 4 (H): 0.28, atom 5 (O): -0.28, atom 6 (C): 0.46, atom 7 (O): -0.64, atom 8 (C): -0.03, atom 9 (C): -1.20, atom 10 (C): -0.31, atom 11 (N): 0.01, atom 12 (C): 0.85, atom 13 (N): -0.01, atom 14 (C): -0.77, atom 15 (H): 0.29, atom 16 (C): -0.38, atom 17 (N): -0.12, atom 18 (C): 0.79, atom 19 (O): -0.44, atom 20 (C): -0.20, atom 21 (C): -1.34, atom 22 (H): 0.64, atom 23 (C): 0.09, atom 24 (H): 0.46, atom 25 (C): -1.01, atom 26 (H): 0.72, atom 27 (H): 0.28, atom 28 (O): -0.46, atom 29 (H): -0.34, atom 30 (H): 0.30, atom 31 (H): 0.70, atom 32 (C): -1.13, atom 33 (H): 0.26, atom 34 (C): -1.24, atom 35 (H): 0.33, atom 36 (H): 1.12, atom 37 (H): 0.51, atom 38 (H): 0.25, atom 39 (H): 0.39, atom 40 (H): 0.44, atom 41 (S): -0.55, atom 42 (H): -0.38, atom 43 (C): 1.26, atom 44 (C): -1.44, atom 45 (C): -0.48, atom 46 (H): 0.08, atom 47 (H): 0.54, atom 48 (C): 0.93, atom 49 (O): -0.77, atom 50 (O): -0.21, atom 51 (C): -0.66, atom 52 (H): 0.23, atom 53 (H): 0.35, atom 54 (H): 0.21, atom 55 (H): 1.77

Formula: C20H25N5O2
Source: the Open Molecules 2025 dataset
Level of theory: ωB97M-V/def2-TZVPD

Values from the calculation:
- F_max: 0.0278 Eh/bohr
- Frontier orbital gap: 8.35 eV
- LUMO level: 0.6 eV
- SMILES: CCn1c(N2CCC(Cc3ccccc3)CC2)nc2c1c(=O)[nH]c(=O)n2C
- Highest occupied orbital energy: -7.749 eV
- Energy above the lowest of the compared OMol25 structures with the same formula, charge and spin: 0.0000 eV

```
! wB97M-V def2-TZVPD RIJCOSX def2/J DEFGRID3
* xyz 0 1
C 1.974 0.808 -0.677
H 1.224 0.214 -1.191
H 1.719 1.860 -0.784
H 2.941 0.637 -1.143
C 2.041 0.434 0.800
N 0.767 0.637 1.453
C -0.470 0.140 1.174
N -1.438 0.765 1.842
C -0.810 1.698 2.585
C 0.559 1.655 2.375
C 1.454 2.534 3.047
O 2.667 2.608 2.963
N 0.740 3.390 3.891
C -0.616 3.469 4.139
O -1.072 4.276 4.919
N -1.400 2.576 3.442
C -2.834 2.564 3.625
H -3.083 3.345 4.340
H -3.150 1.591 4.000
H -3.327 2.750 2.671
H 1.299 4.056 4.413
N -0.753 -0.822 0.257
C -2.168 -0.980 -0.050
H -2.725 -1.298 0.840
C -2.347 -1.982 -1.195
C -1.109 -1.966 -2.091
C 0.078 -2.516 -1.290
C -0.023 -2.072 0.177
H -0.558 -2.833 0.763
H 0.965 -1.964 0.617
H 1.011 -2.169 -1.736
H 0.079 -3.606 -1.332
C -1.328 -2.767 -3.382
C -0.107 -2.726 -4.258
C 0.225 -1.559 -4.937
C 1.363 -1.496 -5.720
C 2.187 -2.602 -5.838
C 1.863 -3.771 -5.170
C 0.725 -3.830 -4.385
H 0.477 -4.747 -3.870
H 2.499 -4.639 -5.261
H 3.075 -2.555 -6.450
H 1.607 -0.582 -6.242
H -0.419 -0.694 -4.854
H -2.178 -2.342 -3.920
H -1.570 -3.801 -3.128
H -0.900 -0.926 -2.362
H -3.238 -1.719 -1.765
H -2.491 -2.991 -0.804
H -2.541 0.006 -0.334
H 2.755 1.077 1.320
H 2.373 -0.602 0.919
*
```

Quick look at the Mulliken charges, all values in e: atom 1 (C): -0.91, atom 2 (H): 0.06, atom 3 (H): 0.36, atom 4 (H): 0.38, atom 5 (C): -0.67, atom 6 (N): -0.07, atom 7 (C): 0.02, atom 8 (N): -0.70, atom 9 (C): 0.90, atom 10 (C): 0.10, atom 11 (C): 0.09, atom 12 (O): -0.71, atom 13 (N): -0.06, atom 14 (C): 0.51, atom 15 (O): -0.67, atom 16 (N): -0.03, atom 17 (C): -1.05, atom 18 (H): 0.41, atom 19 (H): 0.31, atom 20 (H): 0.31, atom 21 (H): 0.23, atom 22 (N): 0.67, atom 23 (C): -0.96, atom 24 (H): 0.37, atom 25 (C): -1.12, atom 26 (C): 0.92, atom 27 (C): -0.69, atom 28 (C): -1.16, atom 29 (H): 0.41, atom 30 (H): 0.32, atom 31 (H): 0.30, atom 32 (H): 0.44, atom 33 (C): -1.49, atom 34 (C): 0.46, atom 35 (C): -0.13, atom 36 (C): -0.76, atom 37 (C): -0.40, atom 38 (C): -0.65, atom 39 (C): -0.28, atom 40 (H): 0.35, atom 41 (H): 0.38, atom 42 (H): 0.38, atom 43 (H): 0.39, atom 44 (H): 0.41, atom 45 (H): 0.42, atom 46 (H): 0.47, atom 47 (H): 0.14, atom 48 (H): 0.44, atom 49 (H): 0.32, atom 50 (H): 0.50, atom 51 (H): 0.48, atom 52 (H): 0.28

Formula: C20H25N7O2
Source: the Open Molecules 2025 dataset
Level of theory: ωB97M-V/def2-TZVPD

Values from the calculation:
- F_max: 0.0231 Eh/bohr
- Frontier orbital gap: 8.75 eV
- LUMO level: 0.5 eV
- SMILES: Cc1nc2c3ccccc3nc(NNC(=O)CCC(=O)N3CCC[C@@H](C)C3)n2n1
- Highest occupied orbital energy: -8.210 eV
- Energy above the lowest of the compared OMol25 structures with the same formula, charge and spin: 0.4470 eV

```
! wB97M-V def2-TZVPD RIJCOSX def2/J DEFGRID3
* xyz 0 1
C -3.271 -4.312 0.361
C -2.973 -2.864 0.326
N -1.805 -2.361 0.679
N -1.965 -1.039 0.498
C -1.065 -0.029 0.719
N -1.362 1.210 0.494
C -2.608 1.531 0.034
C -2.912 2.879 -0.197
C -4.160 3.235 -0.651
C -5.140 2.270 -0.889
C -4.868 0.939 -0.674
C -3.606 0.557 -0.213
C -3.238 -0.793 0.039
N -3.877 -1.939 -0.072
H -5.604 0.171 -0.850
H -6.113 2.572 -1.244
H -4.388 4.276 -0.826
H -2.146 3.614 -0.010
N 0.178 -0.402 1.094
N 1.096 0.557 1.516
C 2.206 0.163 2.179
O 2.377 -0.999 2.501
C 3.194 1.283 2.420
H 3.758 1.069 3.328
H 2.673 2.234 2.521
C 4.150 1.348 1.217
C 3.327 1.628 -0.034
O 2.560 2.582 -0.036
N 3.449 0.827 -1.111
C 4.144 -0.435 -1.214
H 4.889 -0.547 -0.429
C 3.142 -1.598 -1.168
C 3.870 -2.935 -1.250
H 3.155 -3.753 -1.232
H 4.546 -3.055 -0.406
H 4.448 -3.002 -2.169
C 2.144 -1.433 -2.315
C 1.490 -0.054 -2.275
C 2.555 1.042 -2.237
H 2.097 2.024 -2.120
H 3.148 1.027 -3.157
H 0.855 0.090 -3.150
H 0.864 0.032 -1.387
H 1.378 -2.208 -2.254
H 2.671 -1.558 -3.265
H 2.606 -1.548 -0.215
H 4.671 -0.450 -2.176
H 4.838 2.184 1.353
H 4.722 0.427 1.166
H 0.949 1.482 1.128
H 0.343 -1.325 1.486
H -4.119 -4.496 1.018
H -2.401 -4.854 0.719
H -3.538 -4.656 -0.636
*
```

Quick look at the Mulliken charges, all values in e: atom 1 (C): -1.12, atom 2 (C): 0.48, atom 3 (N): -1.54, atom 4 (N): 0.89, atom 5 (C): 0.98, atom 6 (N): -0.46, atom 7 (C): -0.26, atom 8 (C): -0.30, atom 9 (C): -0.40, atom 10 (C): -0.61, atom 11 (C): -0.66, atom 12 (C): 0.30, atom 13 (C): 0.84, atom 14 (N): -0.75, atom 15 (H): 0.50, atom 16 (H): 0.40, atom 17 (H): 0.39, atom 18 (H): 0.49, atom 19 (N): -0.42, atom 20 (N): -0.20, atom 21 (C): 0.37, atom 22 (O): -0.69, atom 23 (C): -0.71, atom 24 (H): 0.47, atom 25 (H): 0.33, atom 26 (C): -0.51, atom 27 (C): 0.69, atom 28 (O): -0.71, atom 29 (N): 0.18, atom 30 (C): -1.37, atom 31 (H): 0.39, atom 32 (C): 1.83, atom 33 (C): -1.95, atom 34 (H): 0.42, atom 35 (H): 0.44, atom 36 (H): 0.40, atom 37 (C): -1.16, atom 38 (C): 0.29, atom 39 (C): -1.17, atom 40 (H): 0.48, atom 41 (H): 0.38, atom 42 (H): 0.47, atom 43 (H): -0.37, atom 44 (H): 0.43, atom 45 (H): 0.32, atom 46 (H): -0.35, atom 47 (H): 0.28, atom 48 (H): 0.44, atom 49 (H): 0.20, atom 50 (H): 0.40, atom 51 (H): 0.36, atom 52 (H): 0.27, atom 53 (H): 0.32, atom 54 (H): 0.27